# 1
C22H22BrI2N4NdO | the ωB97M-V functional and the def2-TZVPD basis

ORCA input file:
```
! wB97M-V def2-TZVPD RIJCOSX def2/J DEFGRID3
* xyz 2 4
C 6.53 15.40 7.74
H 6.62 15.19 3.15
H 9.01 19.20 4.29
H 6.94 17.88 3.98
C 14.74 13.51 6.50
H 10.29 6.74 7.53
Nd 9.31 12.74 5.07
H 10.96 15.68 5.75
C 10.52 9.53 5.72
C 8.72 7.95 5.90
C 7.65 15.99 8.46
Br 7.64 10.96 3.18
H 14.35 14.45 6.93
H 11.03 8.19 8.18
H 5.00 14.18 5.91
H 11.18 18.04 4.92
H 9.75 15.89 8.81
H 7.06 8.50 4.59
C 6.70 15.23 4.23
H 6.37 13.25 4.04
C 10.81 7.62 7.27
H 14.63 14.25 4.51
H 8.28 7.06 6.35
C 10.26 17.51 4.85
C 7.87 17.41 4.27
C 5.95 13.64 6.00
C 10.15 16.17 5.23
C 7.93 13.36 7.47
N 6.76 13.85 4.72
I 10.92 13.05 8.14
C 14.32 13.37 5.04
C 6.76 14.13 7.12
C 8.63 9.84 4.46
H 11.54 9.91 5.95
H 5.67 15.97 7.54
C 9.08 18.12 4.43
N 11.72 13.12 4.81
H 5.76 12.58 6.11
C 10.00 8.39 6.26
H 14.81 12.52 4.56
C 12.91 13.15 4.83
N 9.81 10.33 4.85
H 5.79 15.78 4.65
H 14.44 12.68 7.18
C 8.88 15.37 8.44
N 9.07 15.41 4.97
C 7.94 16.02 4.54
I 7.47 17.93 9.26
H 11.82 7.32 6.95
H 15.85 13.59 6.53
C 8.04 8.68 4.91
C 8.97 14.04 8.12
O 8.08 12.25 6.75
*
```

The calculation puts the LUMO energy (spin up / spin down) at -5.87 / -5.81 eV. As for the energy above the lowest of the compared OMol25 structures with the same formula, charge and spin: 0.00 kcal per mole. For the HOMO-LUMO gap (spin up / spin down), the calculation gives 7.2 / 7.3 eV. For the HOMO energy (spin up / spin down), the calculation gives -13.09 / -13.11 eV. The expectation value of S² is 3.7527.

---

# 2
C22H22Cl2O3STeV | the ωB97M-V functional and the def2-TZVPD basis

ORCA input file:
```
! wB97M-V def2-TZVPD RIJCOSX def2/J DEFGRID3
* xyz 2 2
H 0.64 4.07 -3.41
C -2.68 0.10 1.04
C -0.63 -5.28 0.72
C -2.87 -0.17 -0.31
Cl 0.17 -0.75 3.67
V 0.74 0.75 -0.64
C -4.93 0.94 1.15
H 1.31 -0.24 -4.75
C -4.08 0.10 -0.94
Cl 4.91 1.21 5.26
C -0.99 -2.84 -0.50
H -6.06 0.88 -0.67
C -0.45 -2.89 0.78
C 2.58 0.29 4.28
H -0.03 2.47 1.16
H 2.64 0.93 -4.40
C 3.78 0.93 4.00
C 1.24 3.38 -4.00
Te -1.33 -1.01 -1.47
C -0.12 2.41 0.08
O 2.64 1.44 -0.60
O 1.08 0.14 0.97
H 1.23 3.69 -5.05
C -1.16 -5.23 -0.56
H 1.60 1.12 -5.85
H -1.18 2.33 -0.21
C 1.64 0.79 -4.81
C 3.14 1.07 1.69
H -4.24 -0.13 -1.98
H 0.14 -4.16 2.39
C -3.71 0.66 1.77
H 2.26 3.31 -3.62
H -0.18 -1.98 1.30
H -5.73 1.38 1.73
C 1.65 0.03 3.28
H 0.36 3.26 -0.41
H 5.01 1.81 2.48
O 0.68 1.36 -2.44
C 3.44 1.49 0.35
H 4.44 1.87 0.15
H 2.35 0.00 5.30
H -1.78 -3.96 -2.17
H -0.49 -6.24 1.20
C -5.11 0.67 -0.19
H -1.44 -6.13 -1.07
C 4.07 1.31 2.70
S 0.46 1.78 -3.91
C 1.93 0.41 1.98
H -3.58 0.87 2.82
H -1.74 -0.12 1.52
C -0.28 -4.12 1.39
C -1.35 -4.00 -1.18
*
```

The calculation puts the LUMO energy (spin up / spin down) at -7.51 / -7.18 eV. As for the energy above the lowest of the compared OMol25 structures with the same formula, charge and spin: 11.86 kcal per mole. For the HOMO-LUMO gap (spin up / spin down), the calculation gives 6.9 / 7.3 eV. For the HOMO energy (spin up / spin down), the calculation gives -14.44 / -14.44 eV. The expectation value of S² is 0.7735.

---

| no. | E_tot (a.u.) |
| --- | --- |
| 1 | -4876.1974 |
| 2 | -3607.2722 |